## a
The molecule C3H5NO2S. Source: the OMol25 dataset; level of theory: the ωB97M-V functional and the def2-TZVPD basis.

Molar mass (g mol⁻¹): 119.14
Frontier orbital gap (eV): 9.01
E_HOMO (eV): -8.95
SMILES: C/C(=N\O)OC=S

Geometry as XYZ:
```
12
C3H5NO2S, DFT the ωB97M-V functional and the def2-TZVPD basis
C -1.34593 0.48683 -1.87764
C -0.67821 0.52432 -0.54564
N -0.84355 1.35770 0.36962
O -1.90516 2.19381 -0.02550
O 0.28086 -0.48105 -0.36273
C 0.96367 -0.60641 0.76800
S 1.93766 -1.88005 0.92822
H -0.95728 -0.32017 -2.47649
H -2.42251 0.37028 -1.75712
H -1.17655 1.43112 -2.41653
H -1.95736 2.80150 0.74368
H 0.77323 0.16366 1.50506
```


## b
The molecule C3H5NO2S. Source: the OMol25 dataset; level of theory: the ωB97M-V functional and the def2-TZVPD basis.

Molar mass (g mol⁻¹): 119.14
Frontier orbital gap (eV): 10.36
E_HOMO (eV): -9.69
SMILES: O=C1OCCN1S

Geometry as XYZ:
```
12
C3H5NO2S, DFT the ωB97M-V functional and the def2-TZVPD basis
O 2.28705 1.13068 0.21942
C 1.17727 0.86494 0.19659
O 0.04921 1.57771 0.44494
C -1.14500 0.90310 0.18810
C -0.77551 -0.57151 0.21155
N 0.64191 -0.41126 -0.19090
S 1.52082 -1.86730 -0.22160
H -1.43478 1.30685 -0.75821
H -1.77409 1.25864 0.98697
H -0.71160 -1.08316 1.09493
H -1.27570 -1.15137 -0.61049
H 1.44040 -1.95732 -1.56130
```


## c
A structure of composition C3H5NO2S. Source: the OMol25 dataset; level of theory: the ωB97M-V functional and the def2-TZVPD basis.

Molar mass (g mol⁻¹): 119.14
Frontier orbital gap (eV): 9.38
E_HOMO (eV): -8.78

Geometry as XYZ:
```
12
C3H5NO2S, DFT the ωB97M-V functional and the def2-TZVPD basis
C -0.41961 0.47584 0.00096
C 0.51604 0.51740 1.20083
C 1.24743 -0.84137 -0.36496
H -2.43795 0.24221 -2.22775
H 0.83231 1.63790 1.53161
H 0.10588 -0.09453 2.10208
H 0.36298 -1.87842 -0.20427
H 2.31370 -1.20147 -1.06685
N -1.66821 0.71424 0.21842
O 1.76348 -0.22470 0.78366
O 0.32831 0.16043 -1.20510
S -2.94437 0.49247 -0.76862
```


## d
The molecule C3H5NO2S. Source: the OMol25 dataset; level of theory: the ωB97M-V functional and the def2-TZVPD basis.

Molar mass (g mol⁻¹): 119.14
Frontier orbital gap (eV): 10.08
E_HOMO (eV): -9.35
SMILES: C1=NOCOCS1

Geometry as XYZ:
```
12
C3H5NO2S, DFT the ωB97M-V functional and the def2-TZVPD basis
C 1.10335 1.44895 -0.29753
N -0.10335 1.80294 -0.11877
O -0.81383 0.88241 0.70187
C -1.39925 -0.12036 -0.06852
O -0.43403 -0.97902 -0.64318
C 0.61288 -1.26103 0.22359
S 1.97226 -0.01357 0.11957
H 1.72041 2.15921 -0.86106
H -2.02717 -0.66810 0.62583
H -1.99309 0.29380 -0.89636
H 1.07813 -2.20255 -0.07225
H 0.28371 -1.34266 1.28678
```


Which of them is the least stable? Correct choice: c.


## a
The molecule C3H5NO2S. Source: the OMol25 dataset; level of theory: the ωB97M-V functional and the def2-TZVPD basis.

Molar mass (g mol⁻¹): 119.14
Frontier orbital gap (spin up / spin down) (eV): 7.71 / 7.75
E_HOMO (spin up / spin down) (eV): -7.45 / -7.60

Geometry as XYZ:
```
12
C3H5NO2S, DFT the ωB97M-V functional and the def2-TZVPD basis
C -1.38389 1.06769 -0.08023
C -0.22179 -1.06281 -0.11220
C 1.18522 0.58527 0.75906
N -1.44370 -0.22707 -0.16476
O -2.03527 2.05806 -0.11922
O 0.64694 -0.68633 0.89862
S 2.49416 0.85560 -0.38229
H -0.52237 -2.09182 0.09453
H 0.26045 -1.00714 -1.10305
H 1.37028 1.05572 1.71083
H -2.31577 -0.74184 -0.08265
H 1.96573 0.19468 -1.41865
```


## b
The molecule C3H5NO2S. Source: the OMol25 dataset; level of theory: the ωB97M-V functional and the def2-TZVPD basis.

Molar mass (g mol⁻¹): 119.14
Frontier orbital gap (eV): 9.68
E_HOMO (eV): -9.63
SMILES: C=NOCSC=O

Geometry as XYZ:
```
12
C3H5NO2S, DFT the ωB97M-V functional and the def2-TZVPD basis
C -1.14720 1.74046 -1.57677
N -0.38268 1.84932 -0.33795
O 0.49603 0.85147 -0.21267
C 0.89292 0.32392 1.07830
S 1.48860 -1.46208 0.97334
C 0.34431 -2.43046 0.41747
O 0.62108 -3.56577 -0.16430
H -1.85873 2.48461 -1.50138
H -1.15786 1.07663 -2.56851
H -0.13430 0.46783 1.55525
H 1.48952 0.88034 1.65272
H -0.65168 -2.21627 0.68451
```


## c
A structure of composition C3H5NO2S. Source: the OMol25 dataset; level of theory: the ωB97M-V functional and the def2-TZVPD basis.

Molar mass (g mol⁻¹): 119.14
Frontier orbital gap (eV): 8.73
E_HOMO (eV): -9.01

Geometry as XYZ:
```
12
C3H5NO2S, DFT the ωB97M-V functional and the def2-TZVPD basis
C -0.56298 1.03661 0.34519
C 0.56565 -0.01610 0.83315
C 1.63804 -0.00062 -0.26326
H -2.69652 -0.26392 -1.64786
H 0.00210 2.14231 -0.19332
H 0.91055 0.33701 1.74311
H 0.19494 -1.93084 0.30483
H 1.90101 1.11723 -0.69293
N -1.73951 0.85230 -0.22350
O 0.00252 -1.36922 1.02200
O 1.96921 -0.95535 -0.97451
S -2.18500 -0.94941 -0.25289
```


## d
The molecule C3H5NO2S. Source: the OMol25 dataset; level of theory: the ωB97M-V functional and the def2-TZVPD basis.

Molar mass (g mol⁻¹): 119.14
Frontier orbital gap (spin up / spin down) (eV): 6.81 / 7.56
E_HOMO (spin up / spin down) (eV): -8.87 / -9.23
SMILES: C/C=C/N=S(=O)=O

Geometry as XYZ:
```
12
C3H5NO2S, DFT the ωB97M-V functional and the def2-TZVPD basis
C -0.00607 2.31565 -0.11093
C 0.35736 1.00910 -0.68236
C 0.00958 -0.19666 -0.01631
N 0.22334 -1.49394 -0.25664
S -0.30263 -2.85353 0.28565
O -0.78065 -2.96536 1.63717
O 0.48073 -3.89705 -0.29790
H 0.17428 2.11896 0.90880
H -1.02155 2.33205 -0.21921
H 0.66221 2.95545 -0.54397
H 0.83709 0.84811 -1.62275
H -0.63368 -0.17278 0.91845
```


Which of them is the least stable? Correct choice: b.


## a
A cluster of 2 separate species, C3H6O3 in total. Source: the OMol25 dataset; level of theory: the ωB97M-V functional and the def2-TZVPD basis.

Molar mass (g mol⁻¹): 90.08
Frontier orbital gap (eV): 10.98
E_HOMO (eV): -10.68
SMILES: CC=O.O=CO

Geometry as XYZ:
```
12
C3H6O3, DFT the ωB97M-V functional and the def2-TZVPD basis
C 1.23143 -1.35684 0.38278
C 0.51696 -0.80828 -0.75981
O 1.02412 0.01503 -1.55635
H 2.28130 -0.96583 0.51222
H 1.21996 -2.39930 0.65507
H 0.60427 -0.93622 1.13850
H -0.44835 -1.30111 -1.07674
O -1.15306 1.76161 1.56021
C -1.62813 1.67019 0.45528
O -0.89008 1.50778 -0.74143
H -2.73919 1.72962 0.33008
H -0.01923 1.08335 -0.89981
```


## b
A cluster of 2 separate species, C3H6O3 in total. Source: the OMol25 dataset; level of theory: the ωB97M-V functional and the def2-TZVPD basis.

Molar mass (g mol⁻¹): 90.08
Frontier orbital gap (eV): 8.86
E_HOMO (eV): -9.74

Geometry as XYZ:
```
12
C3H6O3, DFT the ωB97M-V functional and the def2-TZVPD basis
C -0.60691 -0.55829 0.47195
C -1.34733 -0.39492 -0.78789
C 1.85029 0.39609 0.00573
O 1.33350 -0.65981 -0.45326
O 0.74418 1.18179 0.55429
O 2.96608 0.85189 0.09082
H 0.94201 1.73954 1.32089
H -0.96371 -0.00082 1.32681
H -0.21345 -1.52917 0.73167
H -2.37983 -0.72666 -0.59410
H -0.90850 -0.95889 -1.60528
H -1.41634 0.65924 -1.06164
```


Which of them is the least stable? Correct choice: b.